Below is C7H11N in the gas phase at a distorted geometry, with properties calculated with ωB97M-V with the def2-TZVPD basis set.

Summary:
- LUMO level (eV) = 1.082
- charge = 0
- highest occupied orbital energy (eV) = -8.5
- gap between HOMO and LUMO (eV) = 9.59
- energy relative to the best compared isomer or geometry (same formula, charge and spin) (kJ/mol) = 332.3
- maximum force (eV/Å) = 4.09

Positions of all 19 atoms, in Å:
C -1.7469 0.2738 0.3480
N -1.6041 -0.9859 -0.4331
C -0.1912 -1.2131 -0.2365
C 1.0821 -0.3196 -0.8550
C 0.3676 1.0764 -0.7986
C -0.3157 0.8564 0.5495
C 0.3314 -0.5091 1.0494
C 1.7428 -0.3829 0.5355
H -2.0769 0.0108 1.3460
H -2.2497 1.1605 -0.1170
H -1.9399 -0.9854 -1.4451
H 0.2181 -2.2688 -0.2876
H 1.6850 -0.5659 -1.8122
H -0.2826 1.1792 -1.5846
H 0.8618 2.2339 -0.6712
H -0.5272 1.7796 1.1708
H -0.0698 -0.7714 2.0137
H 2.3198 0.5956 0.6212
H 2.3954 -1.1641 0.6068